Below is a structure of composition C36H31Cl2FeN7O11S at a distorted geometry, with properties calculated with ωB97M-V/def2-TZVPD.

## Properties
E_tot, eV: -141047.486
Max |F|, Eh/bohr: 0.05097
LUMO (alpha / beta), eV: -1.4 / -1.5
HOMO level (alpha / beta), eV: -7.29 / -7.29
Orbital gap (alpha / beta), eV: 5.912 / 5.836

Geometry as ORCA input:
```
! wB97M-V def2-TZVPD RIJCOSX def2/J DEFGRID3
* xyz 0 5
Fe -0.53 1.01 0.28
C -2.82 3.14 2.13
O -1.59 2.44 2.19
C -1.45 1.74 3.43
C 0.02 1.45 3.65
O 0.47 0.61 2.60
C 1.72 0.00 2.89
H -2.92 3.80 3.01
H -3.67 2.46 2.09
H -2.80 3.75 1.24
H -2.00 0.79 3.38
H -1.83 2.36 4.25
H 0.15 0.94 4.61
H 0.61 2.38 3.67
H 1.65 -0.55 3.83
H 2.50 0.76 2.97
H 1.94 -0.68 2.07
N -2.11 -1.23 -3.92
C -1.74 -2.56 -4.15
C -2.17 -3.21 -5.29
C -1.79 -4.53 -5.52
C -0.98 -5.19 -4.62
C -0.54 -4.53 -3.47
C -0.93 -3.23 -3.23
S -0.44 -2.43 -1.72
N -0.94 -0.86 -1.91
C -1.66 -0.46 -2.88
C -2.11 0.94 -2.87
C -2.32 1.64 -4.05
C -2.88 2.91 -3.99
C -3.26 3.40 -2.75
C -2.95 2.65 -1.63
N -2.36 1.47 -1.66
H -2.71 -0.81 -4.62
H -2.80 -2.70 -6.00
H -2.13 -5.04 -6.41
H -0.69 -6.21 -4.79
H 0.09 -5.04 -2.75
H -2.03 1.21 -5.00
H -3.03 3.48 -4.89
H -3.74 4.35 -2.64
H -3.20 3.01 -0.64
Cl 2.02 -0.40 -0.72
C 2.76 -1.93 -1.13
C 3.69 -1.95 -2.15
C 4.29 -3.14 -2.52
C 3.92 -4.32 -1.89
C 2.97 -4.30 -0.88
Cl 2.42 -5.81 -0.25
C 2.40 -3.10 -0.43
N 1.45 -3.03 0.55
C 1.34 -3.78 1.70
C 2.47 -4.32 2.33
C 2.35 -5.02 3.50
C 1.11 -5.19 4.09
C -0.01 -4.64 3.49
C 0.07 -3.94 2.30
C -1.16 -3.41 1.63
C -1.27 -1.86 1.64
O -1.98 -1.30 2.45
O -0.59 -1.29 0.73
H 3.95 -1.03 -2.65
H 5.02 -3.16 -3.31
H 4.35 -5.26 -2.20
H 0.78 -2.25 0.48
H 3.44 -4.16 1.88
H 3.24 -5.42 3.98
H 1.01 -5.74 5.01
H -0.98 -4.77 3.96
H -2.05 -3.79 2.14
H -1.17 -3.72 0.58
O 3.22 7.45 2.70
N 2.13 7.65 2.20
O 1.59 8.74 2.14
C 1.44 6.54 1.63
C 0.19 6.72 1.04
C -0.44 5.67 0.43
C 0.13 4.34 0.32
O -0.45 3.40 -0.25
C 1.39 4.21 1.03
C 2.01 5.28 1.66
N 2.00 2.96 1.15
O 1.69 2.05 0.37
O 2.81 2.78 2.05
N -1.73 5.92 -0.14
O -2.44 6.74 0.42
O -2.06 5.31 -1.14
H -0.28 7.69 1.06
H 2.95 5.12 2.17
*
```

These are the Löwdin partial charges, in e, on atoms 1 to 8:
1 Fe 1.10
2 C -0.07
3 O -0.23
4 C -0.17
5 C -0.18
6 O -0.25
7 C -0.07
8 H 0.10